[1]
The following is a DFT calculation (ωB97M-V with the def2-TZVPD basis set) of a structure of composition C4H8N2O2 in a non-equilibrium geometry.

Last column: natural (NBO) charge in e.
Positions of all 16 atoms, in Å:
C -0.515 0.960 -0.434  0.44
C 0.431 0.204 0.281  0.09
C 0.255 -0.316 1.656  -0.44
C 0.585 -1.260 0.517  0.09
H -1.641 -0.871 -0.594  0.41
H -2.184 0.720 -1.769  0.43
H 0.140 2.810 -0.670  0.35
H 1.473 0.972 -1.217  0.48
H 0.777 -0.040 2.464  0.23
H -0.774 -0.516 2.059  0.23
H 1.736 -1.364 0.323  0.21
H -0.162 -3.182 0.614  0.50
N -1.701 0.269 -0.956  -0.88
N -0.468 2.071 -1.081  -0.74
O 1.702 0.725 0.008  -0.68
O -0.292 -2.280 0.108  -0.73

Lowest unoccupied orbital energy   0.5 eV
E   -11347.898 eV
Energy above the lowest of the compared OMol25 structures with the same formula, charge and spin   599.6 kJ/mol
HOMO-LUMO gap   9.34 eV

=====

[2]
The following is a DFT calculation (ωB97M-V with the def2-TZVPD basis set) of an isolated molecule of C4H8N2O2 in a non-equilibrium geometry.

Last column: natural (NBO) charge in e.
Positions of all 16 atoms, in Å:
C -1.665 -0.232 1.162  -0.70
C -1.427 -0.032 -0.264  0.57
C -0.562 1.040 -0.723  -0.34
C 1.864 0.608 -0.008  0.23
H -1.608 0.827 1.465  0.22
H -0.671 -0.904 1.468  0.24
H -2.525 -0.791 1.407  0.24
H -0.189 0.943 -1.670  0.23
H -1.110 2.093 -0.552  0.22
H 2.865 1.152 0.119  0.20
H 2.659 -1.308 0.644  0.38
H 0.895 -1.664 -1.515  0.47
N 0.810 1.385 -0.114  -0.49
N 1.903 -0.914 -0.038  -0.40
O -1.978 -0.667 -1.003  -0.53
O 0.740 -1.536 -0.379  -0.53

Lowest unoccupied orbital energy   0.4 eV
E   -11347.252 eV
SMILES   CC(=O)C/N=C\NO
Energy above the lowest of the compared OMol25 structures with the same formula, charge and spin   661.9 kJ/mol
HOMO-LUMO gap   9.08 eV

=====

[3]
The following is a DFT calculation (ωB97M-V with the def2-TZVPD basis set) of a cluster of 2 separate species, C4H8N2O2 in total in a non-equilibrium geometry.

Last column: natural (NBO) charge in e.
Positions of all 16 atoms, in Å:
C -2.047 1.592 0.016  -0.29
O -0.985 0.681 0.021  -0.40
C 0.981 0.890 0.385  0.26
N 1.417 1.969 0.406  -0.37
H -1.592 2.583 -0.122  0.24
H -2.590 1.603 0.967  0.18
H -2.725 1.409 -0.825  0.17
C 1.557 -1.102 -0.971  -0.62
C 1.081 -0.685 0.445  0.33
N -0.432 -1.141 0.609  -0.55
O 1.790 -1.118 1.424  -0.42
H -0.812 -1.801 -0.060  0.40
H -0.646 -1.302 1.588  0.40
H 1.700 -2.182 -0.981  0.22
H 2.493 -0.599 -1.195  0.24
H 0.812 -0.798 -1.709  0.23

Lowest unoccupied orbital energy (alpha / beta)   -2.7 / -1.3 eV
E   -11346.269 eV
Energy above the lowest of the compared OMol25 structures with the same formula, charge and spin   756.8 kJ/mol
HOMO-LUMO gap (alpha / beta)   6.67 / 8.52 eV

=====

[4]
The following is a DFT calculation (ωB97M-V with the def2-TZVPD basis set) of a cluster of 2 separate species, C4H8N2O2 in total in a non-equilibrium geometry.

Last column: natural (NBO) charge in e.
Positions of all 16 atoms, in Å:
C 1.230 -0.353 -0.129  0.22
C 3.380 0.187 -0.003  1.00
C -1.212 -0.325 0.003  -0.44
C 0.111 1.756 -0.132  -0.40
N 1.222 -1.675 -0.115  -0.80
N 0.097 0.311 -0.083  -0.42
O 3.828 -0.889 0.067  -0.61
O 3.393 1.353 -0.045  -0.59
H -1.284 -0.925 0.915  0.20
H -1.383 -0.975 -0.860  0.20
H -1.986 0.437 0.022  0.22
H -0.290 2.177 0.795  0.19
H -0.496 2.112 -0.971  0.19
H 1.139 2.088 -0.263  0.25
H 2.123 -2.129 -0.122  0.42
H 0.399 -2.264 -0.076  0.37

Lowest unoccupied orbital energy   0.7 eV
E   -11352.463 eV
Energy above the lowest of the compared OMol25 structures with the same formula, charge and spin   159.2 kJ/mol
HOMO-LUMO gap   9.42 eV

=====

[5]
The following is a DFT calculation (ωB97M-V with the def2-TZVPD basis set) of an isolated molecule of C4H8N2O2 in a non-equilibrium geometry.

Last column: natural (NBO) charge in e.
Positions of all 16 atoms, in Å:
C 1.371 1.177 1.092  -0.68
C 0.253 -1.244 -0.407  0.62
C -0.588 -0.173 0.143  -0.14
C 0.209 0.955 0.171  0.47
N -0.332 -2.432 -0.729  -0.83
N -1.985 -0.206 0.047  -0.81
O -0.182 2.050 -0.553  -0.69
O 1.392 -0.921 -0.800  -0.67
H 0.639 2.474 -0.871  0.49
H 0.222 -3.108 -1.232  0.41
H -1.278 -2.610 -0.428  0.40
H -2.295 -0.339 -0.910  0.36
H -2.390 0.637 0.448  0.38
H 1.109 1.988 1.784  0.23
H 2.276 1.461 0.551  0.22
H 1.579 0.291 1.695  0.24

Lowest unoccupied orbital energy   0.7 eV
E   -11351.530 eV
SMILES   C/C(O)=C(/N)C(N)=O
Energy above the lowest of the compared OMol25 structures with the same formula, charge and spin   249.2 kJ/mol
HOMO-LUMO gap   8.16 eV

=====

[6]
The following is a DFT calculation (ωB97M-V with the def2-TZVPD basis set) of the ion C4H8N2O2 with charge +1 in a non-equilibrium geometry.

Last column: natural (NBO) charge in e.
Positions of all 16 atoms, in Å:
O -1.875 0.920 -0.419  -0.37
C -1.016 0.124 -0.215  0.69
N -1.400 -1.217 -0.014  -0.62
C -0.541 -2.349 0.142  0.53
O -1.042 -3.455 0.191  -0.45
C 0.532 0.439 -0.153  -0.16
C 0.705 1.348 1.100  -0.62
N 1.125 0.997 -1.304  -0.41
H -2.345 -1.398 -0.103  0.44
H 0.450 -2.058 0.276  0.12
H 0.974 -0.574 -0.021  0.27
H 0.894 0.826 2.050  0.27
H 1.541 2.052 0.819  0.24
H -0.152 1.948 1.246  0.25
H 0.969 0.495 -2.190  0.41
H 1.181 1.900 -1.405  0.39

Net charge   +1
Lowest unoccupied orbital energy (alpha / beta)   -4.1 / -9.3 eV
E   -11343.076 eV
Energy above the lowest of the compared OMol25 structures with the same formula, charge and spin   126.2 kJ/mol
HOMO-LUMO gap (alpha / beta)   11.02 / 5.71 eV
Spin multiplicity   2

=====

[7]
The following is a DFT calculation (ωB97M-V with the def2-TZVPD basis set) of a cluster of 2 separate species, C4H8N2O2S in total in a non-equilibrium geometry.

Last column: natural (NBO) charge in e.
Positions of all 17 atoms, in Å:
C 1.338 -0.752 0.251  -0.17
C 0.917 -0.641 -1.064  -0.04
C 1.418 0.672 0.738  -0.50
C 0.856 1.490 -0.491  -0.28
N 0.637 0.542 -1.460  -0.35
N -1.914 -1.562 0.598  -1.00
O -1.726 0.993 1.162  -0.85
O -3.060 0.242 -0.862  -0.85
S -1.873 0.103 -0.003  1.89
H 1.675 -1.599 0.689  0.20
H 0.811 -1.504 -1.637  0.19
H 0.788 0.741 1.582  0.24
H 2.416 1.074 1.010  0.24
H -0.158 1.837 -0.175  0.24
H 1.428 2.370 -1.050  0.23
H -1.015 -2.002 0.785  0.40
H -2.536 -2.003 -0.072  0.40

Lowest unoccupied orbital energy (alpha / beta)   -2.2 / -0.9 eV
E   -22183.745 eV
Energy above the lowest of the compared OMol25 structures with the same formula, charge and spin   444.8 kJ/mol
HOMO-LUMO gap (alpha / beta)   6.14 / 8.66 eV

=====

[8]
The following is a DFT calculation (ωB97M-V with the def2-TZVPD basis set) of an isolated molecule of C4H8N2O2S in a non-equilibrium geometry.

Last column: natural (NBO) charge in e.
Positions of all 17 atoms, in Å:
C 0.885 1.705 0.711  -0.26
C 0.440 -0.441 -0.866  -0.36
C -0.737 0.091 0.495  0.07
C 0.924 -1.890 -0.408  -0.62
N -0.420 1.431 0.704  -0.63
N -2.026 -0.102 -0.054  0.50
O -2.511 -1.229 -0.008  -0.35
O -2.508 0.902 -0.602  -0.40
S 1.576 0.892 -0.906  0.10
H 1.310 2.756 0.564  0.24
H 1.485 1.327 1.475  0.20
H 0.009 -0.366 -1.831  0.22
H -0.506 -0.627 1.278  0.23
H 1.227 -1.629 0.688  0.19
H 1.767 -2.149 -0.935  0.22
H 0.214 -2.706 -0.373  0.23
H -1.129 2.035 0.068  0.44

Lowest unoccupied orbital energy   -0.5 eV
E   -22183.499 eV
SMILES   C[C@@H]1SCN[C@H]1[N+](=O)[O-]
Energy above the lowest of the compared OMol25 structures with the same formula, charge and spin   468.5 kJ/mol
HOMO-LUMO gap   8.39 eV